No. 1
Computed, not measured: a cluster of 2 separate species, C5H10NO2 in total at a distorted geometry, with ωB97M-V/def2-TZVPD.

```
18
Properties=species:S:1:pos:R:3:forces:R:3:mulliken_charge:R:1
C -0.308 -0.530 0.042 -2.43 2.43 0.99 -0.798
C -1.553 -0.136 0.974 -2.57 -3.46 -1.24 0.089
C 3.568 0.529 -0.357 -0.24 -1.83 -0.68 -0.995
C 3.361 -0.336 0.676 -0.30 0.37 1.94 -0.030
O 3.057 -1.579 0.695 0.15 0.58 -0.46 -0.737
N -2.957 -0.291 0.563 4.43 2.75 0.60 -0.358
C -3.056 0.411 -0.995 1.61 0.17 -2.26 -0.376
O -2.479 1.584 -1.156 -0.54 -1.83 1.55 -0.696
H -0.617 -0.381 -0.962 0.01 0.83 -0.91 0.242
H -0.102 -1.561 0.056 0.29 -1.40 1.12 0.439
H 0.519 0.087 0.326 0.77 0.05 -0.10 0.177
H -1.474 -0.277 2.066 0.26 -0.05 -0.55 0.402
H 3.841 1.551 -0.420 0.18 0.68 0.60 0.292
H 3.428 0.137 1.701 0.00 -0.03 -0.13 0.301
H 3.585 -0.068 -1.244 -0.03 0.21 -1.22 0.242
H -2.188 0.904 0.845 -0.34 0.54 -0.29 0.207
H -2.513 -0.445 -1.538 -0.75 0.41 0.33 0.261
H -4.110 0.401 -1.273 -0.52 -0.42 0.70 0.338
```
Forces are in eV/Å.

## Properties
energy above the lowest of the compared OMol25 structures with the same formula, charge and spin: 199.7 kcal per mole
Kohn-Sham gap: 3.15 eV
total charge: -1

No. 2
Computed, not measured: the molecule C5H10NO2 at a distorted geometry, with ωB97M-V/def2-TZVPD.

```
18
Properties=species:S:1:pos:R:3:forces:R:3:mulliken_charge:R:1
C -1.162 -0.873 -0.866 -1.72 -0.92 4.10 -0.469
C -2.582 -0.304 -0.585 -1.42 -1.58 -3.14 -1.125
C -0.504 -1.052 0.564 -0.17 -0.11 -1.71 0.314
N 0.652 -0.429 0.785 2.54 1.71 -0.67 -0.156
C 1.373 0.431 -0.132 -2.98 2.37 1.01 -0.439
C 2.416 1.481 0.739 -3.40 -2.62 2.50 -0.342
O 2.308 2.577 0.180 0.06 3.94 -2.52 -0.412
O -0.892 -1.784 1.434 -1.48 -0.87 0.39 -0.638
H -0.563 -0.360 -1.482 1.91 2.75 -2.02 0.473
H -0.988 -1.840 -1.277 -1.14 -1.31 -0.24 0.377
H -3.443 -0.702 -1.236 1.42 -0.68 0.82 0.281
H -2.850 0.692 -0.894 1.19 1.10 0.67 0.316
H -2.824 -0.562 0.405 -0.57 0.14 1.25 0.343
H 1.132 -0.727 1.630 -0.19 0.12 -0.25 0.258
H 2.062 0.012 -0.747 1.98 -1.89 -1.68 0.285
H 0.687 1.028 -0.833 0.86 -0.65 1.57 0.328
H 3.265 0.900 0.549 2.07 -0.74 0.51 0.345
H 1.915 1.511 1.767 1.03 -0.77 -0.58 0.261
```
Forces are in eV/Å.

## Properties
energy above the lowest of the compared OMol25 structures with the same formula, charge and spin: 54.4 kcal per mole
Kohn-Sham gap (spin up / spin down): 10.39 / 8.26 eV
total charge: 0
multiplicity: 2

No. 3
Computed, not measured: the ion C5H10NO2 with charge +1 at a distorted geometry, with ωB97M-V/def2-TZVPD.

```
18
Properties=species:S:1:pos:R:3:forces:R:3:mulliken_charge:R:1
C 0.769 -0.842 -2.662 -0.76 -0.96 1.79 -0.080
N 0.515 -0.605 -1.401 -1.51 -1.34 -0.06 0.049
C 0.036 0.704 -0.809 -0.11 0.81 -1.37 -0.598
C 0.686 1.072 0.515 2.84 0.42 -0.79 -0.609
C -0.159 0.698 1.752 -0.80 3.61 -1.97 -0.558
C -0.627 -0.629 1.500 -4.16 -4.88 0.06 0.786
O -0.180 -1.670 1.011 1.48 1.99 0.31 -0.725
O -1.964 -0.719 1.803 0.17 -0.15 1.25 -0.456
H 0.803 -1.988 -2.874 0.52 2.43 -0.18 0.271
H 0.830 0.006 -3.410 -0.14 -1.24 0.89 0.277
H 0.449 -1.436 -0.706 0.14 1.37 -0.97 0.293
H 0.080 1.315 -1.738 0.65 0.61 1.19 0.406
H -0.994 0.909 -0.469 -0.60 -1.84 -1.23 0.276
H 0.965 2.154 0.422 -0.24 -0.92 0.61 0.339
H 1.639 0.473 0.545 -0.59 0.87 0.32 0.312
H 0.471 0.771 2.597 0.47 -0.06 1.15 0.353
H -1.092 1.438 1.878 2.10 -1.81 -0.17 0.289
H -2.226 -1.652 2.044 0.54 1.10 -0.84 0.376
```
Forces are in eV/Å.

## Properties
energy above the lowest of the compared OMol25 structures with the same formula, charge and spin: 50.5 kcal per mole
Kohn-Sham gap: 9.68 eV
structure (SMILES): C=[NH+]CCCC(=O)O
total charge: +1

No. 4
Computed, not measured: a structure of composition C5H10NO2 at a distorted geometry, with ωB97M-V/def2-TZVPD.

```
18
Properties=species:S:1:pos:R:3:forces:R:3:mulliken_charge:R:1
C -1.222 0.726 -1.385 0.07 -2.23 0.82 -0.483
C 1.909 -0.626 0.526 -1.06 -1.51 -0.07 -0.454
C 0.520 -0.988 -0.198 -1.63 0.50 0.94 -0.172
C 1.861 0.892 0.513 1.51 0.61 1.03 -0.362
C 0.108 0.338 -0.822 -1.53 0.40 0.82 0.529
N -2.541 -0.266 0.812 -2.09 -1.24 -1.35 -0.250
O 0.838 1.315 -0.395 -1.17 -0.15 -0.61 -0.266
O -1.893 0.715 0.311 1.64 2.34 -0.29 -0.220
H -1.905 -0.047 -1.823 1.24 0.47 0.30 0.302
H 2.123 -0.976 1.594 -0.76 0.03 -1.71 0.339
H 2.645 -1.111 -0.181 -0.30 1.06 1.04 0.262
H 0.542 -1.814 -0.925 0.16 0.32 0.38 0.435
H -0.442 -1.176 0.467 1.99 -0.04 -0.89 -0.107
H 1.789 1.462 1.514 -0.38 -1.15 -1.64 0.338
H 2.743 1.219 0.019 0.98 0.71 -0.01 0.277
H -1.409 1.709 -1.854 0.45 -0.37 0.95 0.305
H -2.266 -0.934 1.536 0.81 0.58 -0.42 0.270
H -3.402 -0.437 0.291 0.09 -0.34 0.72 0.257
```
Forces are in eV/Å.

## Properties
energy above the lowest of the compared OMol25 structures with the same formula, charge and spin: 128.3 kcal per mole
Kohn-Sham gap: 8.05 eV
total charge: +1

No. 5
Computed, not measured: a structure of composition C5H10NO5SV at a distorted geometry, with ωB97M-V/def2-TZVPD.

```
23
Properties=species:S:1:pos:R:3:forces:R:3:mulliken_charge:R:1
O -1.291 0.240 -2.965 -0.53 -1.78 2.60 -0.613
C -1.891 -0.342 -1.984 -3.05 3.05 -1.36 0.314
O -3.185 0.050 -1.723 5.50 -2.50 0.00 -0.663
C -1.103 -1.480 -1.165 -1.45 -1.26 0.00 0.078
C -1.069 -1.238 0.409 -0.86 0.53 0.09 -0.638
C -0.611 0.235 0.840 0.42 0.02 0.50 -0.535
C 0.481 0.900 -0.122 -2.23 -1.26 -0.06 -0.182
O 1.220 1.937 0.649 1.11 1.03 -1.01 -0.254
N 0.258 -1.786 -1.764 -0.81 0.32 0.90 -0.408
S 0.812 -3.345 -1.193 0.33 0.02 0.36 -0.178
H -1.716 -2.451 -1.329 0.58 1.59 0.43 0.471
H -0.459 -2.012 0.991 -0.71 1.00 -1.20 0.274
H -2.157 -1.364 0.781 1.76 0.22 -0.69 0.266
H -1.515 0.946 0.953 1.52 -1.17 -0.39 0.288
H -0.125 0.134 1.887 -0.70 0.30 -1.62 0.329
H 1.255 0.177 -0.548 -1.04 0.87 0.75 0.223
H -0.083 1.478 -0.948 0.98 -0.88 1.07 0.245
H 1.499 2.598 -0.022 -0.07 -0.01 1.06 0.394
H 0.145 -1.842 -2.796 0.33 0.13 0.95 0.329
H 1.413 -3.094 0.055 -0.58 0.38 -1.42 0.113
O 3.856 4.119 4.435 -3.46 -2.04 -3.50 -0.709
V 2.713 3.422 3.338 3.86 2.22 4.19 1.532
O 1.554 2.717 2.220 -0.90 -0.79 -1.64 -0.676
```
Forces are in eV/Å.

## Properties
Kohn-Sham gap: 2.55 eV
total charge: 0

No. 6
Computed, not measured: the ion C5H10NOS with charge -1 at a distorted geometry, with ωB97M-V/def2-TZVPD.

```
18
Properties=species:S:1:pos:R:3:forces:R:3:mulliken_charge:R:1
C -2.073 2.129 -1.644 -0.61 -1.39 -0.26 -1.189
C -1.694 0.910 -0.789 0.02 0.22 -0.32 0.701
O -2.538 0.116 -0.408 0.10 -0.12 -0.01 -0.664
N -0.363 0.813 -0.587 -0.20 0.29 0.02 -0.208
C 0.366 -0.359 -0.099 0.44 -0.32 -0.90 0.215
C 0.970 -1.090 -1.304 0.02 -0.36 0.12 -1.418
C 1.487 0.009 0.874 -0.18 0.02 0.38 -0.851
S 1.760 -1.273 2.141 0.12 0.00 -0.05 -0.637
H -3.147 2.112 -1.780 -0.38 0.44 0.74 0.348
H -1.679 3.039 -1.218 0.06 0.39 -0.34 0.332
H -1.799 1.889 -2.675 0.88 0.48 0.06 0.284
H 0.183 1.563 -0.988 0.08 -0.21 0.08 0.268
H -0.346 -1.055 0.332 -0.17 0.33 0.44 0.270
H 0.216 -1.406 -2.033 0.05 0.23 -0.01 0.353
H 1.452 -1.991 -0.935 0.09 -0.20 0.17 0.347
H 1.768 -0.510 -1.776 -0.21 0.19 -0.16 0.355
H 1.247 0.974 1.334 -0.07 -0.07 0.08 0.297
H 2.410 0.162 0.300 -0.04 0.06 -0.04 0.198
```
Forces are in eV/Å.

## Properties
energy above the lowest of the compared OMol25 structures with the same formula, charge and spin: 4.4 kcal per mole
Kohn-Sham gap: 5.72 eV
structure (SMILES): CC(=O)N[C@@H](C)C[S-]
total charge: -1

No. 7
Computed, not measured: the ion C5H10NOS with charge +1 at a distorted geometry, with ωB97M-V/def2-TZVPD.

```
18
Properties=species:S:1:pos:R:3:forces:R:3:mulliken_charge:R:1
C 0.293 1.070 0.630 1.39 1.62 -0.41 0.201
C -1.044 0.827 1.178 -1.49 2.71 -0.98 -0.189
C -1.652 -0.449 0.788 -0.25 -0.08 -0.93 -0.604
C -1.174 -0.766 -0.545 1.98 -0.12 -1.86 -0.224
C 1.450 0.151 -1.418 4.38 -0.60 -1.16 -1.032
N 0.765 -0.103 -0.166 -2.70 -2.03 -0.56 0.085
O 0.949 2.062 0.765 -0.40 -1.19 -0.44 -0.430
S 1.632 -1.232 0.929 1.51 0.07 -2.07 -0.056
H -0.940 0.856 2.201 0.12 0.38 2.58 0.298
H -1.752 1.714 0.916 1.51 -1.28 0.33 0.325
H -1.439 -1.238 1.427 0.42 -1.43 1.42 0.388
H -2.693 -0.243 0.850 -1.24 -0.47 -0.41 0.357
H -1.056 -1.793 -0.965 0.18 0.74 0.88 0.273
H -1.438 -0.091 -1.375 0.32 0.08 0.51 0.308
H 2.530 0.515 -1.138 -2.04 0.19 -0.44 0.412
H 1.849 -0.813 -2.015 -1.98 1.77 1.36 0.321
H 0.950 0.894 -2.064 0.14 -0.54 0.45 0.343
H 2.770 -1.361 0.001 -1.87 0.16 1.74 0.222
```
Forces are in eV/Å.

## Properties
energy above the lowest of the compared OMol25 structures with the same formula, charge and spin: 71.5 kcal per mole
Kohn-Sham gap: 9.24 eV
total charge: +1

No. 8
Computed, not measured: a cluster of 2 separate species, C5H10NS in total at a distorted geometry, with ωB97M-V/def2-TZVPD.

```
17
Properties=species:S:1:pos:R:3:forces:R:3:mulliken_charge:R:1
C 3.268 -1.092 -0.097 1.11 0.10 0.02 -0.136
C -1.885 0.799 -0.667 -4.78 -1.46 1.06 -0.424
C -1.771 -0.211 0.523 -2.91 -1.62 -1.32 -0.620
C -0.527 1.025 -0.948 2.96 1.97 -2.48 -0.150
C -0.351 -0.370 0.900 0.81 1.89 -0.53 -0.456
N 0.323 0.445 -0.175 -3.21 -0.55 0.07 0.144
S 3.205 0.505 -0.011 1.49 0.02 0.14 -0.242
H 4.194 -1.692 -0.132 -0.32 0.56 0.01 0.268
H -2.707 0.413 -1.443 2.51 0.83 0.96 0.311
H -2.437 1.708 -0.280 1.06 -0.42 -0.58 0.269
H -2.338 0.180 1.294 -0.88 0.92 1.86 0.325
H -2.399 -1.139 0.306 1.54 0.76 0.01 0.331
H 2.382 -1.667 -0.118 -0.98 -0.70 -0.05 0.204
H -0.232 1.751 -1.788 0.09 -1.25 1.42 0.372
H -0.052 0.168 1.811 -0.29 -0.62 0.07 0.343
H 0.003 -1.364 0.875 0.56 -1.03 0.11 0.344
H 1.326 0.542 -0.050 1.23 0.60 -0.78 0.116
```
Forces are in eV/Å.

## Properties
energy above the lowest of the compared OMol25 structures with the same formula, charge and spin: 59.0 kcal per mole
Kohn-Sham gap: 8.91 eV
total charge: +1

No. 9
Computed, not measured: a cluster of 2 separate species, C5H10NS in total at a distorted geometry, with ωB97M-V/def2-TZVPD.

```
17
Properties=species:S:1:pos:R:3:forces:R:3:mulliken_charge:R:1
C 1.713 -0.595 0.173 -2.00 -1.01 -2.11 0.212
C 1.025 -1.395 -0.755 1.26 -1.61 1.57 -1.414
C 1.694 0.801 0.042 1.44 -1.29 2.04 -0.237
C 2.578 1.663 0.858 -0.95 -1.28 1.73 -1.141
C -2.934 -0.794 -0.363 -0.54 -2.08 -0.72 0.221
N -3.974 -0.043 -0.139 -0.60 -1.32 0.36 -0.287
S -1.362 -0.308 -0.471 -0.10 0.75 0.12 0.033
H 2.113 -1.080 1.006 0.95 -0.50 1.28 0.364
H 0.932 1.105 -0.582 -1.21 1.47 -1.44 0.552
H 3.501 1.707 0.333 1.30 0.15 -0.09 0.306
H 2.727 1.216 1.951 -0.17 0.98 -2.37 0.305
H 2.171 2.648 0.892 -0.10 0.80 0.34 0.350
H -3.181 -1.872 -0.583 0.45 0.93 0.70 0.295
H -3.814 0.935 -0.150 -0.53 1.07 0.47 0.232
H 0.739 -0.982 -1.669 -0.32 0.70 -1.49 0.611
H -4.860 -0.497 0.168 0.85 0.97 -0.69 0.284
H 0.931 -2.511 -0.712 0.29 1.27 0.30 0.314
```
Forces are in eV/Å.

## Properties
energy above the lowest of the compared OMol25 structures with the same formula, charge and spin: 9.7 kcal per mole
Kohn-Sham gap (spin up / spin down): 6.78 / 5.80 eV
total charge: +1
multiplicity: 3

No. 10
Computed, not measured: a structure of composition C5H10NiO3 at a distorted geometry, with ωB97M-V/def2-TZVPD.

```
19
Properties=species:S:1:pos:R:3:forces:R:3:mulliken_charge:R:1
O -2.711 0.426 -0.192 1.15 -0.77 -0.27 -0.768
C -2.355 1.321 0.821 0.11 0.25 -0.81 -0.101
C -0.852 1.363 1.060 3.73 0.90 -0.12 -0.342
O -0.438 0.018 1.431 -0.60 -0.96 0.37 -0.440
C 0.952 -0.262 1.134 0.31 2.07 -0.23 -0.140
C 1.048 -0.124 -0.373 0.22 -2.05 0.48 -0.476
O 0.765 -1.488 -0.872 -0.35 -0.11 0.23 -0.364
C 1.341 -1.749 -2.133 0.02 -0.06 -0.61 -0.807
Ni -1.135 -0.660 -0.469 0.40 1.28 -0.03 0.440
H -2.859 1.045 1.772 0.43 0.12 -0.16 0.252
H -2.674 2.355 0.583 0.03 -0.26 0.01 0.345
H -0.597 2.053 1.881 -0.27 -0.29 0.18 0.254
H 1.301 -1.178 1.633 -0.62 -0.03 -0.48 0.275
H 1.553 0.550 1.574 -0.08 -0.10 0.08 0.327
H 2.059 0.169 -0.683 -0.35 0.17 -0.35 0.280
H 2.403 -2.012 -2.012 -0.30 0.03 0.00 0.298
H 0.793 -2.583 -2.588 0.25 0.14 0.10 0.276
H 1.273 -0.871 -2.797 -0.06 -0.22 0.22 0.355
H 0.133 1.625 0.229 -4.00 -0.11 1.40 0.336
```
Forces are in eV/Å.

## Properties
energy above the lowest of the compared OMol25 structures with the same formula, charge and spin: 62.7 kcal per mole
Kohn-Sham gap (spin up / spin down): 8.27 / 7.59 eV
total charge: 0
multiplicity: 3

no.,E (eV)
1,-10925.603
2,-10928.330
3,-10923.860
4,-10920.489
5,-53585.145
6,-19721.356
7,-19709.817
8,-17663.765
9,-17661.311
10,-52527.328